Version A
Here is a single C8H8N4S molecule from OMol25. Energies are from the ωB97M-V functional and the def2-TZVPD basis.

```
21
C8H8N4S (the ωB97M-V functional and the def2-TZVPD basis)
C 2.82 1.18 0.00
C 1.87 0.01 0.01
C 2.33 -1.34 -0.01
C 1.31 -2.25 0.00
C 0.50 0.08 0.01
C -0.23 1.34 -0.01
C -2.93 -0.04 1.08
C -2.95 -0.03 -1.07
H 2.62 1.85 0.85
H 3.84 0.81 0.05
H 2.72 1.80 -0.88
H 3.40 -1.62 -0.01
H 1.39 -3.33 -0.01
H 0.42 2.21 -0.01
H -2.70 0.24 2.10
H -2.72 0.25 -2.08
N -1.48 1.65 -0.01
N -2.34 0.54 0.00
N -3.81 -0.94 0.69
N -3.82 -0.93 -0.68
S -0.23 -1.50 -0.01
```

- Charge: 0
- Frontier orbital gap: 8.90 eV
- LUMO energy: -0.0159 Ha
- SMILES: Cc1ccsc1/C=N\n1cnnc1

Atom charges from the Mulliken analysis, given in e for atoms 1 to 6:
1. C -1.50
2. C 0.56
3. C -0.69
4. C -0.41
5. C 0.57
6. C -0.14


Version B
Here is a single C8H8N4S molecule from OMol25. Energies are from the ωB97M-V functional and the def2-TZVPD basis.

```
21
C8H8N4S (the ωB97M-V functional and the def2-TZVPD basis)
C -1.19 1.96 0.32
C -0.45 0.04 -0.65
C 0.62 -2.29 -1.71
C 1.04 -3.12 -0.52
C 0.40 -3.26 0.64
C 1.11 1.33 0.33
C 0.15 2.24 0.70
C 0.46 3.44 1.42
H -2.07 3.63 1.13
H -3.16 2.53 0.31
H 1.39 -1.58 -1.93
H 0.48 -2.94 -2.58
H 1.99 -3.60 -0.68
H -0.56 -2.79 0.84
H 0.79 -3.91 1.43
H 2.16 1.48 0.58
N -2.20 2.77 0.63
N -1.48 0.84 -0.36
N 0.83 0.22 -0.36
N 0.64 4.42 2.02
S -0.94 -1.39 -1.56
```

- Charge: 0
- Frontier orbital gap: 9.15 eV
- LUMO energy: 0.0077 Ha
- SMILES: C=CCSc1ncc(C#N)c(N)n1

Atom charges from the Mulliken analysis, given in e for atoms 1 to 6:
1. C 0.78
2. C 0.23
3. C -0.55
4. C -0.14
5. C -0.66
6. C -0.43


The structure with the least stability is version A.


Version A
Here is a gas-phase ion, CH4NO4Si (charge -1) from OMol25. Energies are from the ωB97M-V functional and the def2-TZVPD basis.

```
11
CH4NO4Si (the ωB97M-V functional and the def2-TZVPD basis)
C -1.81 -0.23 -0.40
N 1.36 -0.80 -0.80
O -2.26 -1.21 0.18
O -2.34 0.53 -1.17
O 0.69 1.71 -0.32
O 0.43 -0.13 1.72
Si 0.20 0.12 0.09
H 2.29 -0.46 -1.06
H 1.55 -1.62 -0.24
H 0.03 2.43 -0.43
H -0.14 -0.34 2.44
```

- Charge: -1
- Frontier orbital gap: 6.88 eV
- LUMO energy: 0.1343 Ha
- SMILES: N[Si](O)(O)C(=O)[O-]

Atom charges from the Mulliken analysis, given in e for atoms 1 to 6:
1. C 0.34
2. N -0.57
3. O -0.65
4. O -0.61
5. O -0.57
6. O -0.54


Version B
Here is 2 unconnected molecules or ions with the total composition CH4NO4Si from OMol25. Energies are from the ωB97M-V functional and the def2-TZVPD basis.

```
11
CH4NO4Si (the ωB97M-V functional and the def2-TZVPD basis)
C -2.11 0.03 -0.07
N 0.35 -1.24 -0.10
O -2.18 -0.70 -1.05
O -2.98 0.54 0.65
O 1.89 1.16 -0.95
O 0.44 0.80 1.75
Si -0.26 0.26 0.37
H 1.32 -1.12 0.01
H 0.06 -1.50 -1.04
H 2.41 0.32 -1.00
H 1.06 1.46 1.43
```

- Charge: -1
- Frontier orbital gap (spin up / spin down): 8.26 / 8.26 eV
- LUMO energy (spin up / spin down): 0.1273 / 0.1273 Ha

Atom charges from the Mulliken analysis, given in e for atoms 1 to 6:
1. C 0.54
2. N -0.53
3. O -0.60
4. O -0.65
5. O -0.92
6. O -0.45


The structure with the least stability is version B.


Version A
Here is 8 unconnected molecules or ions with the total composition C26H73N5O11 from OMol25. Energies are from the ωB97M-V functional and the def2-TZVPD basis.

```
115
C26H73N5O11 (the ωB97M-V functional and the def2-TZVPD basis)
C -5.74 -5.58 -1.24
O -5.76 -4.27 -1.83
C -4.86 -3.34 -1.26
C -5.18 -2.01 -1.80
N -4.14 -1.11 -1.29
C -4.44 0.33 -1.49
C -3.39 1.25 -0.88
O -3.66 1.39 0.48
C -3.03 2.49 1.02
H -5.96 -5.47 -0.13
H -4.85 -6.14 -1.45
H -6.59 -6.08 -1.67
H -3.83 -3.56 -1.52
H -4.91 -3.38 -0.17
H -6.20 -1.73 -1.38
H -5.22 -2.02 -2.89
H -4.02 -1.45 -0.33
H -5.46 0.67 -1.07
H -4.48 0.49 -2.57
H -3.55 2.23 -1.28
H -2.43 0.87 -1.14
H -3.33 2.44 2.10
H -3.36 3.48 0.63
H -1.94 2.36 0.86
C 4.11 0.60 -0.71
O 2.87 0.62 -1.38
C 2.96 0.67 -2.78
C 1.60 0.84 -3.33
N 0.98 2.12 -2.97
C -0.38 2.24 -3.50
C -0.98 3.58 -3.07
O -2.38 3.57 -3.17
C -2.97 4.75 -2.76
H 3.91 0.63 0.35
H 4.64 1.55 -1.00
H 4.71 -0.30 -0.97
H 3.52 -0.27 -3.06
H 3.56 1.56 -3.12
H 1.08 -0.07 -3.09
H 1.78 0.80 -4.38
H 0.92 2.11 -1.98
H -1.00 1.41 -3.13
H -0.27 2.00 -4.55
H -0.61 4.33 -3.73
H -0.63 3.93 -2.10
H -2.89 4.76 -1.63
H -4.05 4.75 -3.06
H -2.47 5.64 -3.17
C 0.90 -2.77 1.28
O 0.46 -3.88 2.09
C -0.32 -4.81 1.42
C 0.52 -5.94 0.78
N 1.73 -5.47 0.18
C 2.91 -5.51 1.08
C 4.22 -5.22 0.40
O 4.31 -5.84 -0.83
C 5.30 -5.38 -1.71
H 0.06 -2.10 1.22
H 0.97 -3.15 0.26
H 1.79 -2.38 1.70
H -0.95 -4.35 0.64
H -1.02 -5.13 2.17
H -0.10 -6.46 0.03
H 0.85 -6.60 1.56
H 1.91 -5.85 -0.74
H 3.05 -6.41 1.67
H 2.85 -4.70 1.84
H 5.12 -5.52 0.98
H 4.26 -4.14 0.20
H 5.03 -5.71 -2.75
H 6.29 -5.63 -1.44
H 5.31 -4.34 -1.74
O -1.94 -0.57 1.30
H -1.65 -0.77 2.26
H -2.61 0.07 1.23
O -1.23 -1.46 -2.15
H -0.81 -0.93 -1.44
H -2.17 -1.35 -1.86
O 0.16 0.58 -0.26
H -0.30 0.18 0.48
H 1.11 0.34 -0.20
C 2.72 4.61 1.00
C 2.35 5.26 -0.32
C 0.83 5.20 -0.39
O 0.31 6.04 0.72
C -1.10 5.97 0.73
N 2.91 6.56 -0.49
H 2.38 5.24 1.84
H 3.77 4.29 1.04
H 2.16 3.63 1.06
H 2.67 4.54 -1.13
H 0.44 4.21 -0.22
H 0.32 5.56 -1.27
H -1.46 6.72 1.47
H -1.44 4.99 1.09
H -1.71 6.24 -0.10
H 2.76 6.82 -1.49
H 2.41 7.28 0.05
C -0.07 1.33 4.29
C 0.33 0.09 3.55
C 1.75 -0.43 3.90
O 2.65 0.59 3.59
C 3.75 0.82 4.52
N -0.65 -1.03 3.64
H 0.72 2.05 4.12
H -0.38 1.19 5.31
H -0.92 1.72 3.72
H 0.46 0.37 2.45
H 1.90 -1.29 3.20
H 1.90 -0.81 4.91
H 4.42 -0.07 4.52
H 3.39 1.02 5.55
H 4.21 1.76 4.20
H -0.33 -1.95 3.34
H -1.09 -1.03 4.54
```

- Charge: 0
- Frontier orbital gap: 8.95 eV
- LUMO energy: 0.0217 Ha
- SMILES: COC[C@H](C)N.COC[C@H](C)N.COCCNCCOC.COCCNCCOC.COCCNCCOC.O.O.O

Atom charges from the Mulliken analysis, given in e for atoms 1 to 6:
1. C -0.73
2. O -0.36
3. C -0.58
4. C -0.52
5. N 0.23
6. C -1.61


Version B
Here is 8 unconnected molecules or ions with the total composition C26H73N5O11 from OMol25. Energies are from the ωB97M-V functional and the def2-TZVPD basis.

```
115
C26H73N5O11 (the ωB97M-V functional and the def2-TZVPD basis)
C 2.34 -4.21 -3.71
C 1.19 -3.96 -2.73
C 1.30 -5.02 -1.60
O 1.53 -6.35 -2.07
C 0.35 -6.91 -2.63
N 1.18 -2.64 -2.13
H 2.10 -4.89 -4.53
H 3.20 -4.71 -3.25
H 2.74 -3.31 -4.16
H 0.27 -4.04 -3.31
H 0.48 -4.98 -0.89
H 2.21 -4.74 -1.07
H 0.60 -7.48 -3.53
H -0.50 -6.28 -2.93
H -0.14 -7.53 -1.87
H 1.36 -1.89 -2.79
H 0.23 -2.39 -1.86
C 3.66 2.74 -0.65
C 3.69 3.33 0.78
C 4.46 2.47 1.77
O 3.65 1.93 2.80
C 4.09 0.73 3.42
N 4.25 4.68 0.62
H 2.90 3.27 -1.22
H 3.65 1.64 -0.69
H 4.62 2.80 -1.18
H 2.67 3.47 1.11
H 5.16 3.15 2.26
H 4.92 1.58 1.32
H 5.11 0.86 3.80
H 3.96 -0.07 2.69
H 3.48 0.50 4.29
H 3.65 5.32 0.12
H 5.12 4.71 0.10
C -0.53 -2.49 1.01
C -1.97 -2.59 0.49
C -2.26 -3.95 -0.13
O -2.29 -4.96 0.83
C -2.47 -6.29 0.37
N -2.79 -2.27 1.70
H 0.26 -2.83 0.33
H -0.45 -3.11 1.90
H -0.28 -1.47 1.29
H -2.31 -1.86 -0.25
H -1.56 -4.12 -0.96
H -3.27 -3.84 -0.54
H -2.02 -6.96 1.10
H -2.00 -6.46 -0.59
H -3.53 -6.52 0.22
H -2.38 -2.72 2.53
H -3.65 -2.82 1.69
C 1.14 5.18 2.96
C 0.63 4.02 3.85
C -0.89 4.11 3.91
O -1.24 5.42 4.37
C -2.62 5.73 4.40
N 1.03 2.72 3.24
H 2.23 5.18 2.94
H 0.81 6.15 3.34
H 0.74 5.14 1.95
H 1.12 4.06 4.82
H -1.20 3.42 4.70
H -1.33 3.90 2.93
H -2.84 5.94 3.35
H -2.77 6.70 4.88
H -3.21 4.86 4.69
H 0.72 2.75 2.27
H 2.05 2.74 3.19
C 2.73 0.18 -5.51
C 1.61 0.62 -4.57
C 0.96 2.01 -4.80
O -0.12 1.86 -5.71
C -0.98 2.98 -5.91
N 0.60 -0.45 -4.49
H 3.17 -0.79 -5.28
H 3.52 0.93 -5.45
H 2.39 0.26 -6.54
H 2.08 0.72 -3.59
H 1.73 2.76 -5.02
H 0.59 2.29 -3.81
H -1.40 3.22 -4.93
H -1.77 2.70 -6.60
H -0.41 3.87 -6.21
H 0.27 -0.67 -5.43
H -0.25 -0.05 -4.11
C -0.89 -0.81 6.01
C 0.28 -0.37 5.12
O -0.19 0.32 3.99
O -1.75 -1.67 5.29
H -1.53 0.02 6.34
H -0.52 -1.31 6.90
H 0.83 -1.27 4.83
H 0.92 0.30 5.69
H 0.22 1.21 3.94
H -1.98 -1.21 4.48
C 0.06 1.03 -0.33
C -0.85 1.09 -1.52
O -1.95 0.25 -1.36
O -0.43 1.80 0.76
H 0.94 1.59 -0.67
H 0.38 0.02 -0.08
H -0.21 0.82 -2.36
H -1.18 2.14 -1.56
H -2.70 0.60 -0.85
H -0.71 1.23 1.49
C -6.10 0.06 -1.16
C -5.26 -0.85 -0.27
O -4.06 -0.18 0.13
O -5.60 0.09 -2.51
H -6.10 1.10 -0.81
H -7.15 -0.22 -1.13
H -5.10 -1.82 -0.74
H -5.89 -0.89 0.62
H -3.81 -0.53 1.00
H -4.72 0.47 -2.39
```

- Charge: 0
- Frontier orbital gap: 9.35 eV
- LUMO energy: 0.0193 Ha
- SMILES: COC[C@H](C)N.COC[C@H](C)N.COC[C@H](C)N.COC[C@H](C)N.COC[C@H](C)N.OCCO.OCCO.OCCO

Atom charges from the Mulliken analysis, given in e for atoms 1 to 6:
1. C -1.22
2. C 0.77
3. C -0.66
4. O -0.40
5. C -0.90
6. N -0.56


The structure with the least stability is version A.


Version A
Here is 2 unconnected molecules or ions with the total composition CHN3O3 from OMol25. Energies are from the ωB97M-V functional and the def2-TZVPD basis.

```
8
CHN3O3 (the ωB97M-V functional and the def2-TZVPD basis)
C 1.83 -0.39 0.05
N 2.83 0.15 0.28
N -0.85 -0.59 0.02
N -0.99 0.70 0.04
O -2.19 1.02 0.13
O -0.03 1.47 0.11
O 1.00 -1.18 -0.30
H -1.60 -1.18 -0.34
```

- Charge: 0
- Frontier orbital gap (spin up / spin down): 8.62 / 7.87 eV
- LUMO energy (spin up / spin down): -0.1130 / -0.1317 Ha

Atom charges from the Mulliken analysis, given in e for atoms 1 to 6:
1. C 0.68
2. N -0.34
3. N -0.41
4. N 1.27
5. O -0.57
6. O -0.58


Version B
Here is a single CHN3O3 molecule from OMol25. Energies are from the ωB97M-V functional and the def2-TZVPD basis.

```
8
CHN3O3 (the ωB97M-V functional and the def2-TZVPD basis)
C 0.61 0.59 -0.51
H 0.46 -1.54 1.49
N 0.00 -0.18 0.56
N -1.53 0.76 -0.63
N -0.48 1.31 -1.02
O 0.56 -1.32 0.62
O -1.46 -0.19 0.18
O 1.84 0.57 -0.68
```

- Charge: 0
- Frontier orbital gap: 10.14 eV
- LUMO energy: -0.0244 Ha
- SMILES: O=c1nnon1O

Atom charges from the Mulliken analysis, given in e for atoms 1 to 6:
1. C 0.55
2. H 0.38
3. N 0.10
4. N 0.14
5. N -0.31
6. O -0.32


The structure with the least stability is version A.


Version A
Here is 2 unconnected molecules or ions with the total composition C3H2Br2 from OMol25. Energies are from the ωB97M-V functional and the def2-TZVPD basis.

```
7
C3H2Br2 (the ωB97M-V functional and the def2-TZVPD basis)
C 0.06 -0.92 -0.61
C 0.97 0.05 -0.09
C -0.46 0.34 -0.02
Br 2.75 0.20 0.26
Br -1.34 1.62 -1.06
H 0.07 -1.87 -1.10
H -2.05 0.58 2.62
```

- Charge: 0
- Frontier orbital gap (spin up / spin down): 9.61 / 7.88 eV
- LUMO energy (spin up / spin down): -0.0097 / 0.0075 Ha

Atom charges from the Mulliken analysis, given in e for atoms 1 to 6:
1. C -0.14
2. C -0.09
3. C -0.04
4. Br -0.05
5. Br -0.10
6. H 0.41


Version B
Here is 2 unconnected molecules or ions with the total composition C3H2Br2 from OMol25. Energies are from the ωB97M-V functional and the def2-TZVPD basis.

```
7
C3H2Br2 (the ωB97M-V functional and the def2-TZVPD basis)
C -0.68 0.15 -0.66
C -0.69 0.07 0.69
C 0.58 -0.07 -0.08
Br -1.49 -0.03 2.35
Br 1.36 -1.73 -0.50
H -1.11 0.28 -1.62
H 2.03 1.33 -0.18
```

- Charge: 0
- Frontier orbital gap (spin up / spin down): 8.30 / 8.53 eV
- LUMO energy (spin up / spin down): -0.0120 / -0.0148 Ha

Atom charges from the Mulliken analysis, given in e for atoms 1 to 6:
1. C 0.06
2. C -0.10
3. C -0.35
4. Br -0.04
5. Br -0.08
6. H 0.37


The structure with the least stability is version A.


Version A
Here is 2 unconnected molecules or ions with the total composition CH4S3 from OMol25. Energies are from the ωB97M-V functional and the def2-TZVPD basis.

```
8
CH4S3 (the ωB97M-V functional and the def2-TZVPD basis)
C -0.66 0.12 -0.60
S -1.90 1.32 -0.54
S -0.68 -1.25 0.28
S 2.39 -0.27 -0.08
H 0.19 0.57 -1.24
H -2.62 0.79 0.48
H 1.23 -1.21 0.37
H 2.05 -0.06 1.33
```

- Charge: 0
- Frontier orbital gap: 7.93 eV
- LUMO energy: -0.0339 Ha
- SMILES: S=CS.S

Atom charges from the Mulliken analysis, given in e for atoms 1 to 6:
1. C 0.13
2. S -0.12
3. S -0.26
4. S -0.46
5. H 0.22
6. H 0.17


Version B
Here is a molecular structure, CH4S3 from OMol25. Energies are from the ωB97M-V functional and the def2-TZVPD basis.

```
8
CH4S3 (the ωB97M-V functional and the def2-TZVPD basis)
C 0.49 -1.08 1.29
S -1.65 1.44 -2.39
S 0.82 -0.88 -0.50
S 0.62 1.05 -1.00
H 1.25 -1.72 1.77
H -0.45 -1.49 1.38
H 0.41 -0.09 1.83
H -1.49 2.76 -2.39
```

- Charge: 0
- Frontier orbital gap (spin up / spin down): 7.06 / 7.06 eV
- LUMO energy (spin up / spin down): -0.0675 / -0.0676 Ha

Atom charges from the Mulliken analysis, given in e for atoms 1 to 6:
1. C -0.72
2. S -0.25
3. S 0.03
4. S -0.05
5. H 0.28
6. H 0.29


The structure with the least stability is version A.


Version A
Here is 9 unconnected molecules or ions with the total composition C4H26N2O9 from OMol25. Energies are from the ωB97M-V functional and the def2-TZVPD basis.

```
41
C4H26N2O9 (the ωB97M-V functional and the def2-TZVPD basis)
C 2.35 -0.72 0.22
N 1.21 -0.84 -0.81
C -0.05 -1.19 -0.31
N -0.10 -2.26 0.59
O -1.14 -0.68 -0.72
C 3.16 0.61 0.33
C 3.91 0.60 1.67
H 3.20 -1.38 -0.05
H 2.04 -1.16 1.17
H 1.32 -0.36 -1.70
H 0.55 -2.99 0.64
H -0.71 -2.35 1.38
H 3.89 0.67 -0.59
H 2.71 1.56 0.03
H 4.92 0.15 1.83
H 4.35 1.58 1.85
H 3.23 0.13 2.41
H -2.64 1.31 -2.23
H -2.42 2.77 -2.67
O -1.92 1.96 -2.44
H -3.32 -1.64 -2.86
H -4.13 -0.87 -1.90
O -4.11 -1.07 -2.84
H -1.32 3.44 2.10
H -0.32 2.37 1.53
O -0.78 2.62 2.35
H -0.88 2.11 -0.77
H 0.25 3.00 -0.41
O -0.09 2.04 -0.18
H -0.06 1.98 -4.24
H 0.93 2.55 -3.16
O 0.87 2.29 -4.09
H -2.10 -2.60 -1.22
H -2.54 -3.60 -2.31
O -2.53 -2.72 -1.94
H -2.05 -2.84 3.83
H -0.71 -3.47 3.43
O -1.21 -2.66 3.35
H -0.97 1.02 3.48
H -1.35 0.35 2.15
O -1.43 0.28 3.07
```

- Charge: 0
- Frontier orbital gap: 9.57 eV
- LUMO energy: 0.0058 Ha
- SMILES: CCCNC(N)=O.O.O.O.O.O.O.O.O

Atom charges from the Mulliken analysis, given in e for atoms 1 to 6:
1. C -0.96
2. N -0.06
3. C 0.26
4. N -0.29
5. O -0.62
6. C -0.07


Version B
Here is 9 unconnected molecules or ions with the total composition C4H26N2O9 from OMol25. Energies are from the ωB97M-V functional and the def2-TZVPD basis.

```
41
C4H26N2O9 (the ωB97M-V functional and the def2-TZVPD basis)
N 0.08 0.54 0.95
C -1.64 0.41 -1.72
C -1.15 -0.76 -0.86
C 0.17 -0.44 -0.16
C 0.71 -1.69 0.55
N 2.05 -1.89 0.55
O -0.02 -2.50 1.12
H -0.77 0.38 1.54
H -0.02 1.48 0.57
H -2.50 0.10 -2.28
H -0.87 0.73 -2.46
H -1.88 1.33 -1.11
H -1.86 -1.03 -0.19
H -1.01 -1.66 -1.52
H 0.91 -0.06 -0.88
H 2.70 -1.18 0.12
H 2.45 -2.70 0.99
H -0.83 4.05 0.26
H -0.09 3.14 -0.62
O -0.79 3.18 -0.01
H -1.15 -3.36 0.03
H -2.02 -4.54 -0.18
O -1.62 -3.79 -0.61
H 1.39 -0.04 -3.23
H 2.49 0.46 -2.31
O 1.96 0.69 -3.06
H 2.47 1.22 -0.33
H 3.92 1.01 -0.62
O 3.13 0.57 -0.66
H -1.20 -0.96 3.28
H -1.40 -1.73 2.00
O -1.83 -1.05 2.52
H 1.46 2.14 -2.18
H 1.83 3.53 -1.94
O 1.38 2.82 -1.54
H -2.90 0.67 1.67
H -2.56 1.94 0.89
O -3.29 1.48 1.36
H 0.91 -1.61 3.31
H 0.76 -0.14 3.03
O 0.59 -0.77 3.69
```

- Charge: 0
- Frontier orbital gap: 9.47 eV
- LUMO energy: -0.0060 Ha
- SMILES: CC[C@@H](N)C(N)=O.O.O.O.O.O.O.O.O

Atom charges from the Mulliken analysis, given in e for atoms 1 to 6:
1. N -0.39
2. C -0.95
3. C -1.22
4. C 2.43
5. C -0.30
6. N -0.25


The structure with the least stability is version A.